Entry 1:
Here is C16H20N4O2S in the gas phase from OMol25. Energies are from ωB97M-V with the def2-TZVPD basis set.

Each line ends with the natural charge from an NBO analysis.
CARTESIAN COORDINATES (ANGSTROEM)
C  4.790  -4.975  -0.559  -0.630
C  3.588  -4.178  -0.162  0.006
C  3.113  -3.151  -0.972  -0.213
C  1.991  -2.431  -0.619  -0.170
C  1.309  -2.722  0.563  -0.046
C  1.782  -3.748  1.380  -0.186
C  2.906  -4.462  1.016  -0.216
H  3.262  -5.256  1.657  0.213
H  1.276  -3.995  2.302  0.198
C  0.132  -1.954  0.900  0.344
N  -0.375  -0.970  0.172  -0.544
C  -1.464  -0.571  0.867  0.140
N  -1.656  -1.242  1.986  -0.298
N  -0.638  -2.118  1.999  -0.341
H  -0.551  -2.770  2.761  0.417
S  -2.499  0.729  0.370  0.280
C  -1.930  0.940  -1.380  -0.402
C  -3.007  0.447  -2.330  -0.612
H  -3.259  -0.588  -2.113  0.214
H  -3.897  1.064  -2.235  0.231
H  -2.649  0.521  -3.355  0.218
C  -1.648  2.422  -1.596  0.668
O  -2.405  3.117  -2.246  -0.631
N  -0.514  2.923  -1.053  -0.433
C  0.433  2.263  -0.182  -0.266
H  1.440  2.451  -0.575  0.197
C  0.330  2.877  1.221  -0.082
O  0.559  4.266  1.184  -0.525
C  -0.367  4.910  0.334  -0.077
H  -1.388  4.772  0.719  0.168
C  -0.288  4.356  -1.092  -0.257
H  0.705  4.549  -1.511  0.193
H  -1.053  4.806  -1.725  0.251
H  -0.112  5.970  0.353  0.196
H  -0.668  2.668  1.636  0.177
H  1.092  2.458  1.881  0.193
H  0.273  1.189  -0.134  0.246
H  -1.028  0.335  -1.468  0.268
H  1.622  -1.636  -1.247  0.232
H  3.632  -2.916  -1.890  0.214
H  4.479  -5.849  -1.134  0.226
H  5.460  -4.386  -1.179  0.220
H  5.331  -5.326  0.317  0.219

Output
- Energy above the lowest of the compared OMol25 structures with the same formula, charge and spin: 1.743 eV
- Calculated total energy: -1389.408032 Eh
- Charge: 0
- SMILES: Cc1ccc(-c2nc(S[C@@H](C)C(=O)N3CCOCC3)n[nH]2)cc1

=====

Entry 2:
Here is C5H10N2O3 in the gas phase at a distorted geometry from OMol25. Energies are from ωB97M-V with the def2-TZVPD basis set.

Each line ends with the natural charge from an NBO analysis.
CARTESIAN COORDINATES (ANGSTROEM)
C  0.479  0.783  0.446  -0.154
C  -0.329  0.800  -0.839  0.676
C  -0.568  1.208  1.422  -0.625
C  -0.853  -1.569  -0.277  -0.385
C  0.549  -2.267  -0.374  0.760
H  2.568  1.577  0.229  0.373
H  1.433  2.612  0.063  0.364
H  0.913  -0.191  0.507  0.203
H  -0.236  1.188  2.441  0.240
H  -0.724  2.304  1.259  0.240
H  -1.612  0.855  1.125  0.220
H  -1.675  -0.373  -1.752  0.414
H  -0.960  -1.433  0.793  0.238
H  -1.622  -2.501  -0.417  0.266
H  0.717  -1.087  -1.658  0.492
N  1.655  1.758  0.569  -0.838
N  -0.848  -0.460  -1.236  -0.681
O  -0.841  1.830  -1.240  -0.574
O  0.825  -3.079  0.488  -0.569
O  1.126  -1.957  -1.549  -0.661

Output
- Energy above the lowest of the compared OMol25 structures with the same formula, charge and spin: 2.491 eV
- Calculated total energy: -531.713483 Eh
- Charge: 0
- SMILES: C[C@H](N)C(=O)NCC(=O)O

=====

Entry 3:
Here is 6 unconnected molecules or ions with the total composition C40H84BrClF5NO3P at a distorted geometry from OMol25. Energies are from ωB97M-V with the def2-TZVPD basis set.

Each line ends with the Mulliken charge.
CARTESIAN COORDINATES (ANGSTROEM)
C  -1.457  0.624  -3.843  -1.669
C  -0.570  1.852  -3.576  1.373
Cl  -1.198  3.104  -4.721  -0.151
C  -0.675  2.216  -2.112  -1.916
P  0.449  3.503  -1.251  1.030
F  1.179  2.228  -0.359  -0.234
C  1.792  3.450  -2.601  -1.463
C  2.634  2.166  -2.678  -0.709
C  3.902  2.113  -1.872  0.609
F  4.463  3.291  -1.628  -0.280
F  3.813  1.445  -0.724  -0.192
F  4.832  1.409  -2.591  -0.364
C  1.571  4.647  -0.130  -1.020
C  1.747  6.089  -0.385  0.427
O  2.262  6.651  -1.312  -0.484
Br  1.115  7.288  1.124  -0.312
C  -0.488  4.938  -2.137  -0.126
O  -0.042  5.631  -3.014  -0.620
N  -1.930  5.100  -1.854  -0.061
C  -2.297  5.533  -0.571  0.588
O  -2.913  4.887  0.240  -0.495
F  -1.970  6.797  -0.276  -0.227
H  -2.485  0.857  -3.616  0.394
H  -1.113  -0.209  -3.241  0.379
H  -1.330  0.344  -4.882  0.396
H  0.398  1.558  -3.952  -0.499
H  -1.701  2.515  -1.921  0.664
H  -0.569  1.286  -1.570  0.605
H  -0.554  3.571  -0.218  0.233
H  2.486  4.258  -2.425  1.082
H  1.402  3.663  -3.586  0.305
H  2.957  2.074  -3.708  0.185
H  2.074  1.263  -2.495  0.305
H  1.235  4.514  0.886  0.577
H  2.566  4.221  -0.131  0.285
H  -2.289  5.749  -2.544  0.360
C  1.384  4.975  -10.699  -1.218
C  1.235  3.505  -10.318  -0.593
C  0.396  3.287  -9.060  -0.345
C  0.967  3.909  -7.784  0.197
C  2.373  3.446  -7.407  -0.551
C  2.457  1.950  -7.115  -0.992
H  1.898  5.542  -9.922  0.301
H  1.965  5.079  -11.617  0.389
H  0.408  5.434  -10.866  0.278
H  2.225  3.056  -10.195  0.267
H  0.760  2.974  -11.148  0.385
H  0.258  2.212  -8.910  0.328
H  -0.606  3.697  -9.226  0.138
H  0.294  3.678  -6.957  -0.412
H  0.967  4.998  -7.877  0.390
H  2.686  3.994  -6.515  0.343
H  3.088  3.709  -8.192  0.360
H  1.781  1.678  -6.301  -0.001
H  3.469  1.672  -6.818  0.371
H  2.195  1.351  -7.989  0.399
C  1.824  -0.583  0.798  -0.404
C  1.660  -2.038  0.366  -0.392
C  1.206  -2.964  1.494  -1.069
C  2.179  -3.069  2.668  -0.102
C  3.587  -3.534  2.304  -0.436
C  3.626  -4.941  1.714  -1.268
H  2.593  -0.474  1.566  0.275
H  2.115  0.036  -0.042  -0.297
H  0.888  -0.185  1.192  0.292
H  2.598  -2.401  -0.065  0.218
H  0.917  -2.084  -0.436  0.344
H  1.021  -3.962  1.084  0.388
H  0.240  -2.614  1.874  0.367
H  1.757  -3.759  3.408  0.225
H  2.248  -2.100  3.171  0.257
H  4.201  -3.518  3.210  0.315
H  4.050  -2.831  1.609  0.295
H  3.206  -5.668  2.414  0.283
H  4.654  -5.239  1.498  0.397
H  3.064  -5.002  0.781  0.295
C  2.191  -5.705  9.426  -1.197
C  1.824  -4.226  9.346  -0.467
C  1.096  -3.850  8.057  -0.816
C  1.901  -4.067  6.775  -0.420
C  3.236  -3.328  6.711  -0.257
C  3.087  -1.810  6.757  -1.259
H  2.878  -5.997  8.630  0.398
H  2.680  -5.926  10.376  0.373
H  1.298  -6.330  9.353  0.193
H  2.725  -3.618  9.464  0.339
H  1.176  -3.979  10.193  0.337
H  0.785  -2.804  8.119  0.387
H  0.171  -4.433  7.989  0.338
H  1.286  -3.759  5.925  0.223
H  2.084  -5.137  6.637  0.338
H  3.737  -3.602  5.778  0.184
H  3.895  -3.657  7.519  0.333
H  2.470  -1.455  5.930  0.244
H  4.062  -1.326  6.677  0.389
H  2.632  -1.476  7.691  0.350
C  -3.049  -8.174  10.649  -1.195
C  -3.190  -6.676  10.904  -0.540
C  -1.850  -5.950  11.011  -0.358
C  -0.959  -6.408  12.167  -0.575
C  -1.588  -6.298  13.555  -0.482
C  -1.940  -4.866  13.949  -1.189
H  -2.528  -8.676  11.466  0.294
H  -4.029  -8.642  10.550  0.380
H  -2.495  -8.361  9.727  0.288
H  -3.783  -6.513  11.808  0.266
H  -3.758  -6.232  10.083  0.375
H  -2.036  -4.876  11.097  0.341
H  -1.298  -6.083  10.075  0.163
H  -0.038  -5.816  12.147  0.289
H  -0.650  -7.444  12.002  0.340
H  -0.882  -6.699  14.286  0.367
H  -2.481  -6.926  13.618  0.259
H  -1.053  -4.230  13.935  0.292
H  -2.358  -4.836  14.956  0.376
H  -2.680  -4.432  13.274  0.294
C  -5.126  5.013  -11.171  -1.217
C  -5.274  3.541  -10.794  -0.276
C  -6.106  3.319  -9.532  -0.753
C  -5.524  3.937  -8.260  -0.951
C  -4.113  3.473  -7.906  0.338
C  -4.019  1.977  -7.626  -1.128
H  -4.608  5.578  -10.395  0.293
H  -4.550  5.119  -12.091  0.373
H  -6.103  5.473  -11.332  0.303
H  -4.284  3.092  -10.678  0.215
H  -5.754  3.013  -11.623  0.368
H  -6.243  2.243  -9.385  0.293
H  -7.109  3.728  -9.691  0.404
H  -6.194  3.707  -7.425  0.390
H  -5.526  5.027  -8.350  0.343
H  -3.783  4.015  -7.017  0.260
H  -3.413  3.743  -8.703  -0.160
H  -4.675  1.695  -6.800  0.296
H  -2.999  1.707  -7.350  0.284
H  -4.293  1.383  -8.500  0.342

Output
- Calculated total energy: -5729.966888 Eh
- Charge: -1

=====

Entry 4:
Here is a gas-phase ion, C4H6N (charge +1) at a distorted geometry from OMol25. Energies are from ωB97M-V with the def2-TZVPD basis set.

Each line ends with the natural charge from an NBO analysis.
CARTESIAN COORDINATES (ANGSTROEM)
C  1.212  -0.274  0.144  0.274
C  0.174  -1.141  0.074  -0.434
C  1.970  0.656  -0.226  -0.474
C  -1.092  -0.502  0.130  0.272
N  -1.222  0.859  -0.051  -0.661
H  2.323  0.918  -1.185  0.297
H  0.381  -2.249  -0.043  0.303
H  2.553  0.938  0.849  0.306
H  -2.074  -0.976  0.307  0.252
H  -2.229  1.095  -0.199  0.439
H  -0.502  1.436  -0.359  0.426

Output
- Energy above the lowest of the compared OMol25 structures with the same formula, charge and spin: 1.486 eV
- Calculated total energy: -210.401443 Eh
- Charge: +1
- SMILES: C=C=CC=[NH2+]